1.
Density functional theory data (the ωB97M-V functional and the def2-TZVPD basis) for the molecule C6H9N.

Each atom is followed by the atoms it is bonded to, with distances in Å.
Atoms and positions in Å:
1 C 0.6549 -0.4057 -1.9226  C2 1.335, H8 1.083, H9 1.085
2 C -0.0679 -0.4367 -0.8005  C1 1.335, N3 1.390, C6 1.512
3 N -1.2909 -1.0569 -0.5748  C2 1.390, C4 1.398, H10 1.004
4 C -1.7363 -0.8417 0.7323  N3 1.398, C5 1.340, H11 1.084
5 C -0.8861 -0.0496 1.4000  C4 1.340, C6 1.511, H12 1.081
6 C 0.1219 0.4649 0.3990  C2 1.512, C5 1.511, C7 1.519, H13 1.099
7 C 1.5066 0.9467 0.7969  C6 1.519, H14 1.096, H15 1.094, H16 1.094
8 H 1.6091 0.1072 -1.9250  C1 1.083
9 H 0.2884 -0.8047 -2.8627  C1 1.085
10 H -1.7638 -1.6004 -1.2739  N3 1.004
11 H -2.6912 -1.2499 1.0435  C4 1.084
12 H -0.9658 0.2686 2.4296  C5 1.081
13 H -0.3349 1.3298 -0.1022  C6 1.099
14 H 1.4354 1.5572 1.7041  C7 1.096
15 H 1.8660 1.6078 0.0034  C7 1.094
16 H 2.2546 0.1633 0.9528  C7 1.094

Output
- HOMO energy (eV) = -7.307
- ΔE to the lowest compared entry with this formula, charge and spin (kJ/mol) = 141.25
- SMILES = C=C1NC=C[C@H]1C
- charge = 0
- Kohn-Sham gap (eV) = 8.37
- F_max (hartree/bohr) = 0.016
- spin multiplicity = 1
- LUMO energy (hartree) = 0.039

Charge distribution, Mulliken scheme, values in e:
1. C -1.131
2. C 0.061
3. N -0.058
4. C -0.390
5. C -0.721
6. C 1.044
7. C -1.388
8. H 0.233
9. H 0.275
10. H 0.180
11. H 0.385
12. H 0.349
13. H 0.118
14. H 0.355
15. H 0.377
16. H 0.312

2.
Density functional theory data (the ωB97M-V functional and the def2-TZVPD basis) for the molecule C6H9N.

Each atom is followed by the atoms it is bonded to, with distances in Å.
Atoms and positions in Å:
1 C -3.1218 1.6300 0.2181  C2 1.465, H8 1.095, H9 1.095, H10 1.095
2 C -1.8942 0.9257 -0.1585  C1 1.465, C3 1.206
3 C -0.8960 0.3266 -0.4728  C2 1.206, C4 1.467
4 C 0.3129 -0.3898 -0.8944  C3 1.467, C5 1.520, H11 1.096, H12 1.097
5 C 1.4634 -0.3201 0.0966  C4 1.520, C6 1.480, N7 1.458, H13 1.090
6 C 2.0086 -1.5351 0.7420  C5 1.480, N7 1.461, H14 1.088, H15 1.088
7 N 2.6972 -0.9234 -0.3923  C5 1.458, C6 1.461, H16 1.016
8 H -3.3452 1.4866 1.2802  C1 1.095
9 H -3.9749 1.2558 -0.3577  C1 1.095
10 H -3.0379 2.7059 0.0323  C1 1.095
11 H 0.6706 0.0176 -1.8471  C4 1.096
12 H 0.0697 -1.4427 -1.0828  C4 1.097
13 H 1.5348 0.6107 0.6596  C5 1.090
14 H 1.5509 -2.4994 0.5291  C6 1.088
15 H 2.4519 -1.4501 1.7322  C6 1.088
16 H 3.5100 -0.3981 -0.0846  N7 1.016

Output
- HOMO energy (eV) = -9.379
- ΔE to the lowest compared entry with this formula, charge and spin (kJ/mol) = 275.46
- SMILES = CC#CC[C@H]1CN1
- charge = 0
- Kohn-Sham gap (eV) = 10.43
- F_max (hartree/bohr) = 0.010
- spin multiplicity = 1
- LUMO energy (hartree) = 0.039

Charge distribution, Mulliken scheme, values in e:
1. C -1.306
2. C 0.900
3. C -0.182
4. C -0.929
5. C 0.033
6. C -0.465
7. N -0.557
8. H 0.290
9. H 0.292
10. H 0.292
11. H 0.251
12. H 0.276
13. H 0.397
14. H 0.216
15. H 0.257
16. H 0.236

3.
Density functional theory data (the ωB97M-V functional and the def2-TZVPD basis) for the molecule C6H9N.

Each atom is followed by the atoms it is bonded to, with distances in Å.
Atoms and positions in Å:
1 C 0.8337 0.3458 -1.2692  C2 1.620, C6 1.557, H7 1.104, H8 1.013
2 C 0.9842 1.3695 -0.0232  C1 1.620, C3 1.392, H9 1.095
3 C -0.0839 1.2918 0.8664  C2 1.392, C4 1.494, H10 1.210
4 C -0.8432 0.0060 0.8084  C3 1.494, C5 1.626, C6 1.889, H11 1.023, N16 1.376
5 C 0.1964 -1.2417 0.7350  C4 1.626, C6 1.504, H12 1.101, H13 1.186
6 C -0.0305 -0.8114 -0.6885  C1 1.557, C4 1.889, C5 1.504, H14 1.247, N16 1.556
7 H 1.8213 -0.0314 -1.5863  C1 1.104
8 H 0.4002 0.8369 -2.0413  C1 1.013
9 H 1.7160 2.1732 -0.1549  C2 1.095
10 H -0.1150 2.2767 1.5681  C3 1.210
11 H -1.6184 -0.1371 1.4600  C4 1.023
12 H 1.0665 -1.3128 1.4057  C5 1.101
13 H -0.4073 -2.2061 1.0680  C5 1.186
14 H -0.4126 -1.6451 -1.5334  C6 1.247
15 H -2.0982 -0.7785 -0.1772  N16 0.977
16 N -1.4094 -0.1359 -0.4376  C4 1.376, C6 1.556, H15 0.977

Output
- HOMO energy (eV) = -8.823
- ΔE to the lowest compared entry with this formula, charge and spin (kJ/mol) = 473.50
- charge = 0
- Kohn-Sham gap (eV) = 9.82
- F_max (hartree/bohr) = 0.140
- spin multiplicity = 1
- LUMO energy (hartree) = 0.037

Charge distribution, Mulliken scheme, values in e:
1. C -0.833
2. C -0.503
3. C -0.617
4. C -0.100
5. C -0.719
6. C 0.144
7. H 0.345
8. H 0.418
9. H 0.377
10. H 0.201
11. H 0.772
12. H 0.307
13. H 0.257
14. H 0.283
15. H 0.301
16. N -0.632

4.
Density functional theory data (the ωB97M-V functional and the def2-TZVPD basis) for the molecule C6H9N.

Each atom is followed by the atoms it is bonded to, with distances in Å.
Atoms and positions in Å:
1 C 2.3840 -0.7345 0.8088  C2 1.500, H8 1.096, H9 1.097, H10 1.096
2 C 0.9582 -0.4829 0.4169  C1 1.500, C3 1.372, C7 1.428
3 C -0.1416 -1.1732 0.8595  C2 1.372, N4 1.376, H11 1.082
4 N -1.2634 -0.5868 0.3208  C3 1.376, C5 1.371, H12 1.009
5 C -0.9021 0.4767 -0.4660  N4 1.371, C6 1.496, C7 1.374
6 C -1.9109 1.3127 -1.1878  C5 1.496, H13 1.098, H14 1.094, H15 1.097
7 C 0.4686 0.5581 -0.4295  C2 1.428, C5 1.374, H16 1.084
8 H 2.4900 -1.7023 1.3111  C1 1.096
9 H 2.7404 0.0375 1.5022  C1 1.097
10 H 3.0563 -0.7281 -0.0565  C1 1.096
11 H -0.2162 -2.0437 1.4979  C3 1.082
12 H -2.2134 -0.8287 0.5578  N4 1.009
13 H -2.4291 2.0177 -0.5251  C6 1.098
14 H -1.4158 1.8987 -1.9677  C6 1.094
15 H -2.6726 0.6936 -1.6769  C6 1.097
16 H 1.0676 1.2853 -0.9655  C7 1.084

Output
- HOMO energy (eV) = -7.834
- ΔE to the lowest compared entry with this formula, charge and spin (kJ/mol) = 6.36
- SMILES = Cc1c[nH]c(C)c1
- charge = 0
- Kohn-Sham gap (eV) = 8.89
- F_max (hartree/bohr) = 0.005
- spin multiplicity = 1
- LUMO energy (hartree) = 0.039

Charge distribution, Mulliken scheme, values in e:
1. C -1.158
2. C 0.807
3. C -0.788
4. N -0.029
5. C 0.285
6. C -1.156
7. C -0.634
8. H 0.317
9. H 0.241
10. H 0.302
11. H 0.377
12. H 0.199
13. H 0.262
14. H 0.295
15. H 0.324
16. H 0.356